1.
50
Properties=species:S:1:pos:R:3:lowdin_charge:R:1 method="wB97M-V/def2-TZVPD" spin_multiplicity=2 gap_ev="4.34 / 5.53" s_squared=0.759 e_lumo_ha="-0.005 / -0.005"
C -3.11 0.51 -3.55 -0.418
C -3.18 0.12 -4.89 -0.191
C -2.50 -0.97 -5.46 -0.175
C -1.67 -1.84 -4.70 -0.183
C -1.45 -1.62 -3.35 -0.387
Ce -1.78 -0.06 -2.24 0.591
P -2.72 1.33 -0.57 0.544
H -3.68 1.41 -3.29 0.037
H -3.85 0.69 -5.56 0.094
H -2.67 -1.20 -6.52 0.082
H -0.96 -2.43 -2.77 0.060
H -1.30 -2.75 -5.20 0.095
H -3.20 0.68 0.61 -0.102
H -3.94 2.01 -0.89 -0.065
H -2.13 2.43 0.13 -0.122
O -0.22 -0.72 -0.70 -0.587
As 0.42 -0.06 0.68 1.267
C 2.15 -0.85 0.28 -0.276
C 3.22 -0.05 -0.13 -0.087
C 4.41 -0.65 -0.58 -0.075
C 4.52 -2.04 -0.60 -0.077
C 3.45 -2.84 -0.18 -0.070
C 2.27 -2.24 0.25 -0.085
C 0.79 1.89 0.90 -0.286
C 0.47 2.88 -0.04 -0.110
C 0.76 4.23 0.24 -0.056
C 1.37 4.59 1.44 -0.071
C 1.70 3.61 2.37 -0.074
C 1.42 2.27 2.10 -0.114
C -0.46 -0.95 2.18 -0.272
C -0.70 -0.27 3.38 -0.090
C -1.33 -0.92 4.45 -0.070
C -1.73 -2.25 4.31 -0.069
C -1.52 -2.92 3.10 -0.063
C -0.88 -2.27 2.04 -0.089
H 3.13 1.03 -0.16 0.095
H 5.23 -0.03 -0.92 0.102
H 5.43 -2.50 -0.96 0.102
H 3.53 -3.92 -0.21 0.104
H 1.44 -2.87 0.54 0.089
H 0.00 2.62 -0.98 0.076
H 0.52 5.00 -0.48 0.108
H 1.59 5.63 1.66 0.107
H 2.17 3.89 3.31 0.107
H 1.68 1.53 2.84 0.100
H -0.40 0.76 3.51 0.086
H -1.50 -0.40 5.38 0.106
H -2.22 -2.76 5.13 0.105
H -1.84 -3.95 2.98 0.107
H -0.73 -2.80 1.11 0.099

***

2.
112
Properties=species:S:1:pos:R:3:lowdin_charge:R:1 method="wB97M-V/def2-TZVPD" charge=+1 gap_ev=7.13 e_lumo_ha=-0.115 e_above_lowest_kj_mol=35.80
In 0.42 -0.09 0.45 0.913
S 4.10 6.34 0.60 1.076
C 5.71 6.08 1.10 -0.397
C 5.90 4.82 1.57 -0.171
C 4.71 4.05 1.52 -0.119
C 3.65 4.74 1.01 -0.485
C 2.28 4.25 0.78 -0.168
C 1.93 2.97 1.25 -0.050
N 0.76 2.41 1.04 0.110
C -0.19 3.12 0.41 -0.161
C 0.02 4.43 -0.03 -0.115
C -1.09 5.16 -0.59 0.002
C -2.32 4.62 -0.65 -0.001
C -2.55 3.27 -0.19 -0.121
C -3.82 2.67 -0.19 0.034
C -3.98 1.38 0.27 -0.187
C -2.81 0.69 0.65 -0.058
N -1.61 1.22 0.64 0.098
C -1.47 2.51 0.27 -0.150
C -5.29 0.73 0.35 -0.497
C -5.57 -0.57 0.69 -0.124
C -6.96 -0.85 0.68 -0.164
C -7.71 0.23 0.34 -0.397
S -6.74 1.60 0.03 1.069
C 1.30 4.97 0.14 0.050
H 6.43 6.88 1.03 0.072
H 6.84 4.46 1.95 0.108
H 4.66 3.02 1.85 0.098
H 2.64 2.38 1.82 0.098
H -0.91 6.18 -0.93 0.123
H -3.16 5.19 -1.02 0.122
H -4.67 3.26 -0.52 0.111
H -2.88 -0.34 0.97 0.094
H -4.81 -1.30 0.92 0.107
H -7.37 -1.82 0.93 0.109
H -8.78 0.30 0.26 0.072
H 1.50 5.97 -0.23 0.113
C -0.92 1.67 3.95 -0.050
N 0.49 1.60 4.24 0.040
C 1.33 0.75 3.60 -0.596
N 2.65 0.85 3.88 0.194
O 0.93 -0.15 2.83 -0.092
H -1.47 1.88 4.87 0.092
H -1.25 0.71 3.56 0.075
H -1.15 2.44 3.21 0.075
H 0.90 2.36 4.74 0.141
H 3.00 1.65 4.38 0.110
H 3.28 0.46 3.17 0.071
O -1.61 -1.17 -1.31 -0.007
C -2.60 -0.76 -1.89 -0.497
C -2.54 0.37 -2.89 -0.079
C -2.99 -0.21 -4.25 -0.164
C -2.65 -1.70 -4.45 -0.174
C -3.68 -2.70 -3.90 -0.168
C -3.73 -2.79 -2.37 -0.157
N -3.81 -1.42 -1.81 0.083
H -1.51 0.73 -2.92 0.124
H -3.18 1.20 -2.58 0.116
H -2.52 0.38 -5.04 0.113
H -4.07 -0.07 -4.37 0.111
H -1.66 -1.92 -4.03 0.111
H -2.56 -1.88 -5.53 0.113
H -3.48 -3.70 -4.30 0.116
H -4.67 -2.41 -4.27 0.114
H -2.83 -3.24 -1.97 0.098
H -4.58 -3.37 -2.03 0.120
H -4.55 -0.90 -2.27 0.131
C 2.53 -2.59 1.53 -0.195
Si 0.92 -2.64 0.56 0.715
C -0.52 -3.43 1.58 -0.627
C -1.16 -4.61 0.84 -0.090
C -1.63 -2.43 1.90 -0.127
C 0.07 -3.94 2.90 -0.098
C 1.37 -3.36 -1.17 -0.627
C 0.21 -3.80 -2.07 -0.092
C 2.19 -2.32 -1.93 -0.100
C 2.25 -4.59 -0.90 -0.092
H 2.72 -3.54 2.03 0.043
H 2.50 -1.81 2.28 0.010
H 3.37 -2.39 0.87 0.031
H -1.67 -4.29 -0.06 0.061
H -1.91 -5.08 1.49 0.090
H -0.44 -5.38 0.57 0.076
H -2.08 -2.05 0.98 0.039
H -1.25 -1.60 2.50 0.058
H -2.41 -2.94 2.48 0.096
H 0.84 -4.70 2.75 0.080
H -0.72 -4.39 3.51 0.089
H 0.51 -3.13 3.48 0.080
H -0.54 -3.03 -2.17 0.041
H -0.26 -4.71 -1.70 0.069
H 0.61 -4.03 -3.07 0.091
H 1.59 -1.45 -2.22 0.070
H 2.57 -2.77 -2.85 0.092
H 3.05 -1.96 -1.36 0.070
H 1.71 -5.39 -0.39 0.077
H 3.13 -4.35 -0.30 0.068
H 2.61 -5.00 -1.85 0.090
C 6.42 0.98 -0.03 0.001
N 5.02 0.94 -0.45 -0.033
C 4.65 1.35 -1.69 -0.032
C 3.35 1.38 -2.07 0.030
C 2.40 0.94 -1.11 -0.521
O 1.14 0.93 -1.35 -0.098
N 2.77 0.51 0.10 0.134
C 4.07 0.55 0.50 -0.506
O 4.45 0.29 1.64 0.025
H 7.03 1.22 -0.89 0.094
H 6.70 0.01 0.38 0.101
H 6.57 1.73 0.75 0.084
H 5.45 1.65 -2.34 0.135
H 3.05 1.71 -3.06 0.119

***

3.
39
Properties=species:S:1:pos:R:3:lowdin_charge:R:1 method="wB97M-V/def2-TZVPD" charge=-2 spin_multiplicity=5 gap_ev="5.32 / 5.43" s_squared=6.452 e_lumo_ha="0.152 / 0.141" e_above_lowest_kj_mol=109.79
Mn 0.40 -0.05 0.19 0.009
O -3.44 4.59 2.87 0.049
C -2.64 3.68 2.25 -0.314
C -2.01 2.64 2.93 0.010
C -1.15 1.82 2.23 -0.163
N -0.89 1.97 0.93 -0.006
C -1.52 2.94 0.30 -0.707
Br -1.13 3.21 -1.53 0.784
C -2.41 3.81 0.89 -0.062
H -3.45 4.39 3.82 0.104
H -2.17 2.45 3.98 0.106
H -0.63 1.02 2.74 -0.029
H -2.90 4.59 0.33 0.100
S -0.49 -0.51 4.93 -0.360
Sb 1.02 -1.61 3.54 0.068
S 1.84 0.62 1.58 0.085
S -0.19 -1.75 1.35 0.083
S 0.89 -3.85 4.26 -0.394
O -3.18 0.34 -1.62 -0.049
C -2.19 -0.36 -1.49 -0.575
O -1.09 -0.04 -0.98 -0.254
H -2.22 -1.43 -1.89 0.129
C 4.63 -3.61 -1.78 -0.117
C 3.65 -3.76 -0.79 -0.092
C 2.76 -2.75 -0.55 -0.030
C 2.77 -1.56 -1.31 -0.162
C 1.82 -0.52 -1.08 -0.218
C 1.87 0.59 -1.91 -0.143
C 2.83 0.72 -2.93 -0.098
C 3.77 -0.25 -3.12 -0.069
C 3.75 -1.42 -2.33 -0.185
C 4.69 -2.46 -2.52 -0.070
H 5.36 -4.40 -1.95 0.087
H 3.63 -4.66 -0.20 0.096
H 2.02 -2.84 0.24 0.056
H 1.16 1.41 -1.79 0.045
H 2.82 1.62 -3.54 0.093
H 4.53 -0.14 -3.89 0.094
H 5.46 -2.32 -3.27 0.095

***

4.
122
Properties=species:S:1:pos:R:3:lowdin_charge:R:1 method="wB97M-V/def2-TZVPD" charge=+1 gap_ev=2.16 e_lumo_ha=-0.255 e_above_lowest_kj_mol=926.30
Ag -4.96 1.69 1.53 0.928
Tl 5.36 -3.17 2.25 0.945
C 4.00 -1.74 -3.99 -0.078
C 5.17 -1.59 -3.01 -0.385
O 5.49 -2.73 -2.26 -0.106
H 3.11 -1.70 -3.36 0.062
H 4.05 -2.74 -4.42 0.080
H 3.89 -0.92 -4.70 0.075
H 5.13 -0.73 -2.34 0.105
H 5.98 -1.30 -3.67 0.131
C 0.23 1.02 0.66 0.080
C 1.14 -0.11 0.79 -0.286
C 0.66 -1.56 0.22 -0.286
O 1.45 -2.54 0.33 0.044
C -0.74 -1.66 -0.07 0.078
C -1.61 -0.59 -0.10 -0.306
C -1.05 0.82 0.20 -0.389
O -1.70 1.87 0.06 -0.005
O -2.87 -0.89 -0.13 -0.025
O 2.20 -0.05 1.45 0.035
H 0.58 2.02 0.86 0.127
H -1.08 -2.64 -0.34 0.131
C 3.56 7.53 2.83 -0.249
S 5.07 6.43 3.22 0.864
O 4.83 6.17 4.66 -0.586
C 4.37 4.86 2.45 -0.259
H 3.50 7.89 1.80 0.036
H 3.54 8.41 3.47 0.043
H 2.55 7.17 3.04 0.044
H 4.47 4.73 1.38 0.038
H 3.31 4.68 2.60 0.037
H 4.76 3.97 2.96 0.036
C 5.34 0.23 8.05 -0.249
S 5.32 0.95 6.34 0.855
O 5.58 -0.15 5.32 -0.618
C 3.54 1.56 6.09 -0.237
H 4.58 0.39 8.82 0.053
H 6.24 0.58 8.55 0.039
H 5.52 -0.84 7.97 0.047
H 2.91 0.77 6.50 0.033
H 3.10 1.88 5.14 0.046
H 3.40 2.42 6.75 0.041
C -1.22 -1.87 -5.47 -0.243
S -2.80 -2.77 -5.98 0.829
O -2.74 -3.10 -7.48 -0.564
C -2.48 -4.26 -5.00 -0.285
H -0.43 -2.61 -5.45 0.037
H -1.33 -1.11 -4.69 0.040
H -0.84 -1.22 -6.26 0.044
H -1.48 -4.64 -5.19 0.045
H -3.15 -4.96 -5.49 0.047
H -2.62 -4.17 -3.93 0.049
C -5.95 5.73 -3.00 -0.289
S -6.52 4.36 -4.07 0.840
O -6.10 4.79 -5.47 -0.561
C -5.12 3.24 -3.47 -0.246
H -5.04 6.07 -3.48 0.053
H -5.87 5.41 -1.96 0.040
H -6.62 6.58 -2.93 0.048
H -4.19 3.79 -3.56 0.042
H -5.05 2.41 -4.17 0.045
H -5.20 2.87 -2.44 0.030
C -2.10 1.15 7.01 -0.235
S -2.08 1.38 5.16 0.838
O -3.54 1.63 4.78 -0.623
C -1.23 3.03 5.16 -0.251
H -2.65 0.21 7.04 0.037
H -2.72 1.97 7.39 0.057
H -1.17 1.00 7.55 0.057
H -0.89 3.12 4.13 0.028
H -0.30 2.94 5.72 0.045
H -1.80 3.92 5.41 0.066
C 2.44 -6.50 -2.44 -0.249
S 2.72 -8.05 -3.47 0.851
O 4.14 -7.89 -4.05 -0.575
C 2.93 -9.24 -2.08 -0.281
H 1.55 -6.57 -1.82 0.034
H 2.30 -5.65 -3.11 0.037
H 3.19 -6.22 -1.70 0.049
H 2.14 -9.48 -1.38 0.042
H 3.75 -8.87 -1.46 0.043
H 3.38 -10.17 -2.42 0.048
C -7.38 -3.58 -2.03 -0.288
S -7.53 -5.37 -1.87 0.832
O -7.23 -5.93 -3.24 -0.578
C -5.88 -5.70 -0.99 -0.227
H -6.45 -3.25 -2.50 0.049
H -7.40 -3.22 -1.00 0.039
H -8.13 -3.05 -2.62 0.054
H -5.62 -6.75 -1.12 0.043
H -5.96 -5.56 0.09 0.040
H -5.15 -5.13 -1.57 0.037
C 2.85 3.56 -3.40 -0.265
S 1.90 4.49 -4.69 0.843
O 1.44 3.42 -5.64 -0.570
C 0.44 4.68 -3.64 -0.280
H 3.36 4.23 -2.72 0.041
H 3.61 2.90 -3.83 0.047
H 2.28 2.86 -2.79 0.042
H 0.77 5.35 -2.84 0.040
H 0.16 3.71 -3.23 0.050
H -0.38 5.17 -4.16 0.052
C 2.12 -9.36 2.75 -0.227
S 1.59 -7.74 1.96 0.800
O 2.25 -6.57 2.66 -0.591
C -0.22 -7.83 2.26 -0.258
H 1.68 -9.40 3.74 0.046
H 3.21 -9.43 2.80 0.048
H 1.73 -10.14 2.10 0.046
H -0.51 -8.13 3.27 0.051
H -0.77 -8.44 1.54 0.055
H -0.51 -6.79 2.14 0.042
C -2.35 7.41 0.79 -0.262
S -2.24 9.29 0.78 0.859
O -1.85 9.66 2.20 -0.571
C -0.75 9.23 -0.18 -0.308
H -2.38 7.19 -0.28 0.031
H -3.23 6.99 1.28 0.036
H -1.55 6.79 1.19 0.050
H -0.06 8.44 0.11 0.052
H -0.23 10.15 0.10 0.054
H -0.91 9.25 -1.25 0.059

***

5.
36
Properties=species:S:1:pos:R:3:lowdin_charge:R:1 method="wB97M-V/def2-TZVPD" gap_ev=8.75 e_lumo_ha=0.005 e_above_lowest_kj_mol=630.93
O 0.61 -0.28 0.63 -0.073
H 0.55 0.61 0.26 0.002
H -0.30 -0.61 0.60 -0.004
O -4.01 -0.30 0.66 -0.108
H -3.06 -0.36 0.52 -0.015
H -4.09 0.19 1.49 0.045
O -1.29 1.72 -1.51 -0.032
H -0.83 1.57 -0.68 0.020
H -0.67 2.25 -2.03 0.050
O 3.11 2.99 -0.12 -0.082
H 3.88 2.74 0.40 0.051
H 2.92 2.20 -0.65 0.016
O 2.96 -2.68 -1.68 -0.050
H 2.65 -3.40 -1.11 0.027
H 3.38 -3.14 -2.42 0.035
O -2.07 -1.04 -1.12 -0.038
H -2.26 -1.86 -1.59 0.086
H -1.95 -0.39 -1.82 0.060
O 2.38 -0.50 3.13 -0.053
H 2.18 0.30 3.62 0.027
H 2.88 -1.05 3.75 0.033
O 1.52 2.20 1.17 -0.084
H 1.05 3.04 1.16 0.061
H 0.98 1.63 1.73 0.032
O -4.11 1.52 -0.35 -0.078
H -3.89 2.38 0.02 0.045
H -4.94 1.67 -0.82 0.054
O 2.02 0.31 -2.19 -0.041
H 2.69 0.07 -2.85 0.041
H 1.80 1.22 -2.41 0.024
O 0.37 -2.07 -0.29 -0.087
H 0.57 -3.01 -0.39 0.061
H -0.56 -2.00 -0.53 -0.003
O -1.55 -1.97 1.77 -0.041
H -1.07 -1.21 2.12 0.039
H -1.43 -1.91 0.82 -0.023

***

6.
12
Properties=species:S:1:pos:R:3:lowdin_charge:R:1 method="wB97M-V/def2-TZVPD" charge=+1 gap_ev=8.89 e_lumo_ha=-0.194 e_above_lowest_kj_mol=12.66
O -0.87 0.25 2.71 0.140
C -1.01 -0.49 1.78 -0.124
C -0.39 -0.08 0.49 -0.160
N 0.64 0.75 0.31 0.147
C 1.06 0.73 -0.98 -0.661
Br 2.46 1.79 -1.63 0.876
C 0.28 -0.26 -1.63 -0.004
N -0.58 -0.75 -0.70 0.170
H -1.51 -1.40 1.83 0.119
H 0.85 1.32 1.12 0.196
H 0.44 -0.49 -2.63 0.118
H -1.38 -1.35 -0.69 0.182

***

7.
65
Properties=species:S:1:pos:R:3:lowdin_charge:R:1 method="wB97M-V/def2-TZVPD" charge=+1 gap_ev=8.22 e_lumo_ha=-0.127 e_above_lowest_kj_mol=0.00
La 0.05 -0.58 -0.60 1.895
S 1.87 1.37 7.24 1.051
N 1.09 0.17 6.50 -0.222
C 1.07 0.41 5.20 -0.306
C 0.19 -0.25 4.28 -0.076
C -0.78 -1.20 4.72 0.034
C -1.66 -1.63 3.76 -0.025
C -1.60 -1.08 2.47 -0.132
N -0.65 -0.24 2.03 -0.006
C 0.24 0.21 2.92 -0.162
C 1.14 1.32 2.52 -0.107
N 1.14 1.63 1.18 0.028
C 1.94 2.62 0.76 -0.126
C 2.55 3.51 1.66 -0.011
C 2.57 3.25 3.06 0.035
C 1.91 2.09 3.48 -0.072
C 1.81 1.61 4.85 -0.283
N 2.28 2.24 5.93 -0.217
H -0.73 -1.56 5.76 0.138
H -2.37 -2.42 3.93 0.125
H -2.26 -1.49 1.69 0.077
H 2.05 2.72 -0.31 0.064
H 3.11 4.35 1.22 0.120
H 3.03 3.93 3.79 0.133
C -2.84 4.57 -0.88 0.010
C -3.31 3.12 -0.83 -0.300
N -4.57 2.78 -0.92 0.132
N -4.56 1.41 -0.95 0.042
C -3.33 0.87 -0.91 -0.741
S -2.96 -0.75 -1.06 0.648
N -2.52 1.99 -0.83 -0.072
N -1.12 1.97 -0.65 0.046
H -3.74 5.16 -0.83 0.086
H -2.26 4.81 -1.79 0.096
H -2.24 4.82 0.01 0.085
H -5.44 0.95 -0.99 0.151
H -0.64 2.49 -1.41 0.121
H -0.87 2.45 0.22 0.097
C -1.15 -0.64 -5.58 -0.230
S -0.15 0.41 -4.50 0.889
C 1.37 -0.42 -4.82 -0.271
O -0.49 0.08 -3.06 -0.768
H -1.14 -1.67 -5.24 0.051
H -0.72 -0.56 -6.59 0.072
H -2.18 -0.27 -5.56 0.060
H 1.72 -0.27 -5.85 0.080
H 1.25 -1.50 -4.69 0.035
H 2.13 -0.01 -4.10 0.028
N 2.45 1.69 -2.56 -0.040
C 1.87 0.88 -1.97 -0.419
F 0.83 -3.00 2.90 0.149
C 1.39 -3.39 1.74 -0.567
F 2.33 -4.27 2.01 0.185
F 1.98 -2.24 1.14 0.025
S 0.12 -4.05 0.53 0.666
O -0.64 -2.77 0.40 -0.529
O -0.52 -5.13 1.22 -0.217
N 0.81 -4.49 -0.84 -0.265
S 0.88 -3.39 -2.02 0.636
O 1.64 -2.20 -1.62 -0.481
O -0.35 -3.05 -2.70 -0.291
C 2.03 -4.22 -3.33 -0.606
F 1.50 -5.28 -3.90 0.176
F 3.23 -4.51 -2.86 0.179
F 2.24 -3.33 -4.37 0.098